Record 1
{"formula": "C27H35Cl3GeN2RuTe", "method": "ωB97M-V/def2-TZVPD", "multiplicity": 6, "gap_ha": [0.2653, 0.2007], "e_above_lowest_kcal_mol": 0.0, "lumo_ev": [-9.668, -12.064], "e_tot_ev": -135481.16190, "charge": 3, "symbols": ["Ru", "C", "C", "C", "C", "C", "C", "C", "N", "C", "C", "C", "C", "C", "C", "C", "N", "C", "C", "C", "C", "H", "H", "H", "H", "H", "H", "H", "H", "H", "H", "H", "H", "H", "H", "H", "H", "H", "H", "H", "H", "H", "H", "H", "H", "Cl", "Ge", "Cl", "Cl", "C", "C", "C", "C", "C", "C", "Te", "C", "C", "C", "H", "H", "H", "H", "H", "H", "H", "H", "H", "H", "H"], "positions_angstrom": [[-0.158, 1.512, -1.132], [-2.414, 1.527, 5.490], [-1.644, 0.301, 4.964], [-2.514, -0.945, 5.093], [-0.349, 0.120, 5.776], [-1.259, 0.574, 3.523], [-0.446, 1.672, 3.197], [-0.115, 1.924, 1.899], [-0.539, 1.142, 0.868], [-1.312, 0.062, 1.162], [-1.673, -0.228, 2.457], [-1.712, -0.744, -0.008], [-2.519, -1.848, 0.042], [-2.864, -2.542, -1.131], [-2.338, -2.049, -2.322], [-1.536, -0.929, -2.321], [-1.219, -0.284, -1.185], [-3.771, -3.757, -1.052], [-5.108, -3.328, -0.424], [-3.090, -4.805, -0.152], [-4.027, -4.363, -2.430], [-2.686, 1.346, 6.531], [-3.334, 1.697, 4.928], [-1.814, 2.437, 5.463], [-2.762, -1.092, 6.143], [-1.998, -1.849, 4.755], [-3.458, -0.850, 4.550], [-0.614, -0.097, 6.811], [0.269, 1.018, 5.779], [0.248, -0.715, 5.403], [-0.076, 2.337, 3.965], [0.507, 2.767, 1.636], [-2.287, -1.094, 2.652], [-2.905, -2.188, 0.992], [-2.557, -2.525, -3.267], [-1.136, -0.524, -3.240], [-4.994, -2.946, 0.592], [-5.763, -4.198, -0.369], [-5.607, -2.569, -1.028], [-2.948, -4.448, 0.870], [-2.123, -5.109, -0.556], [-3.725, -5.690, -0.100], [-4.523, -3.662, -3.107], [-4.689, -5.220, -2.311], [-3.112, -4.721, -2.906], [-0.303, 2.246, -3.242], [-0.681, 3.956, -1.109], [0.397, 5.673, -1.606], [-2.725, 4.375, -1.003], [7.337, 2.404, -4.547], [6.175, 2.169, -3.681], [5.629, 3.190, -2.869], [4.574, 2.931, -2.050], [3.971, 3.993, -1.186], [4.021, 1.584, -2.055], [2.516, 1.155, -0.647], [4.509, 0.536, -2.858], [3.931, -0.856, -2.874], [5.577, 0.849, -3.658], [7.713, 3.421, -4.500], [7.080, 2.149, -5.584], [8.137, 1.699, -4.281], [6.069, 4.179, -2.899], [4.576, 4.897, -1.189], [3.881, 3.668, -0.145], [2.971, 4.252, -1.550], [3.013, -0.949, -2.289], [4.644, -1.580, -2.479], [3.681, -1.149, -3.893], [6.002, 0.091, -4.309]], "lowdin_spin": [2.3440, 0.0024, 0.0033, 0.0000, 0.0023, 0.0250, 0.0010, 0.0135, 0.0102, 0.0141, 0.0032, 0.0072, 0.0048, 0.0157, 0.0023, 0.0256, 0.0615, 0.0021, 0.0015, 0.0016, 0.0001, 0.0004, 0.0000, 0.0000, 0.0000, 0.0000, 0.0000, 0.0004, 0.0000, 0.0000, -0.0002, 0.0019, 0.0000, 0.0001, 0.0004, 0.0015, 0.0000, 0.0003, 0.0000, 0.0000, 0.0000, 0.0003, 0.0000, 0.0000, 0.0000, 0.2702, 0.0566, 0.0246, 0.0226, 0.0587, 0.2284, 0.0353, 0.0957, 0.0454, 0.3583, 0.9089, 0.0289, 0.0279, 0.1839, -0.0003, 0.0212, 0.0214, -0.0001, 0.0024, 0.0222, 0.0073, 0.0303, -0.0019, -0.0003, 0.0057]}


Record 2
{"formula": "C10H4F6N2O6OsS2Se4", "method": "ωB97M-V/def2-TZVPD", "multiplicity": 5, "gap_ha": [0.2540, 0.2105], "e_above_lowest_kcal_mol": 0.0, "lumo_ev": [-0.894, -3.162], "e_tot_ev": -327527.06541, "symbols": ["Os", "Se", "Se", "Se", "Se", "F", "C", "F", "F", "S", "O", "O", "N", "S", "O", "O", "C", "F", "F", "F", "O", "C", "N", "C", "O", "C", "C", "C", "C", "C", "C", "H", "H", "H", "H"], "positions_angstrom": [[-0.620, -1.428, 0.629], [-1.162, -1.896, 2.934], [0.491, -3.209, 3.782], [1.514, -4.332, 1.995], [0.785, -3.341, 0.097], [-1.879, -0.600, -4.948], [-1.347, -0.086, -3.847], [-0.191, 0.499, -4.141], [-2.176, 0.809, -3.334], [-1.027, -1.432, -2.629], [-0.665, -0.661, -1.426], [-0.028, -2.273, -3.188], [-2.429, -2.114, -2.509], [-3.263, -2.307, -1.207], [-4.243, -3.321, -1.346], [-2.424, -2.409, 0.006], [-4.193, -0.727, -0.960], [-3.383, 0.211, -0.491], [-4.702, -0.330, -2.121], [-5.173, -0.932, -0.091], [-0.730, 1.591, 0.725], [0.388, 1.229, 0.998], [0.770, -0.122, 1.101], [2.128, -0.219, 1.451], [2.743, -1.237, 1.625], [2.630, 1.183, 1.573], [3.886, 1.641, 1.916], [4.067, 3.020, 1.956], [3.021, 3.895, 1.664], [1.758, 3.420, 1.328], [1.592, 2.050, 1.291], [4.689, 0.954, 2.144], [5.036, 3.423, 2.218], [3.198, 4.961, 1.701], [0.939, 4.089, 1.105]], "lowdin_spin": [2.0517, 0.3147, 0.4309, 0.3751, 0.4559, 0.0003, 0.0006, 0.0003, 0.0001, 0.0055, 0.0421, 0.0002, 0.0026, 0.0088, 0.0019, 0.0630, 0.0007, 0.0080, 0.0003, 0.0001, 0.0497, 0.0271, 0.0942, 0.0148, 0.0312, 0.0052, 0.0016, 0.0037, 0.0035, 0.0018, 0.0041, 0.0000, 0.0002, 0.0001, 0.0000]}


Record 3
{"formula": "C11H18N4O3", "method": "ωB97M-V/def2-TZVPD", "gap_ha": 0.3688, "e_above_lowest_kcal_mol": 54.6, "lumo_ev": 0.478, "e_tot_ev": -23801.12863, "symbols": ["C", "N", "C", "N", "C", "O", "N", "C", "C", "C", "C", "O", "C", "C", "C", "O", "N", "C", "H", "H", "H", "H", "H", "H", "H", "H", "H", "H", "H", "H", "H", "H", "H", "H", "H", "H"], "positions_angstrom": [[3.164, -1.382, 3.740], [3.072, -0.173, 2.872], [1.927, -0.035, 2.112], [1.339, 1.020, 2.374], [0.365, 1.501, 1.560], [0.168, 2.749, 1.586], [-0.225, 0.715, 0.567], [-1.314, 1.217, -0.302], [-2.455, 0.134, -0.269], [-3.148, -0.052, -1.602], [-2.337, 0.041, -2.847], [-1.537, -1.097, -3.171], [-1.633, 1.383, -2.887], [-0.734, 1.592, -1.712], [0.493, -0.474, 0.247], [0.132, -1.128, -0.671], [1.566, -0.868, 1.026], [2.527, -1.873, 0.504], [2.280, -2.030, 3.656], [4.132, -1.929, 3.530], [3.255, -0.960, 4.750], [3.199, 0.718, 3.266], [-1.673, 2.128, 0.090], [-2.173, -0.884, 0.021], [-3.209, 0.526, 0.521], [-3.691, -0.946, -1.684], [-3.993, 0.706, -1.536], [-3.052, 0.095, -3.642], [-1.231, -1.548, -2.344], [-2.429, 2.191, -3.125], [-0.875, 1.369, -3.731], [0.145, 1.079, -2.000], [-0.436, 2.578, -1.862], [3.576, -1.720, 0.765], [2.711, -1.733, -0.532], [2.097, -2.913, 0.730]], "lowdin_charge": [-0.0656, 0.0063, -0.3695, 0.1935, -0.4302, 0.0343, 0.1092, -0.1696, -0.1173, -0.1702, -0.4151, -0.0236, -0.1578, -0.1282, -0.4286, 0.1156, 0.0575, -0.0057, 0.0873, 0.0878, 0.0808, 0.1064, 0.1265, 0.1041, 0.1417, 0.0997, 0.1421, 0.1278, 0.0878, 0.1499, 0.1370, 0.0998, 0.0965, 0.0904, 0.0732, 0.1261]}


Record 4
{"formula": "C26H32F8O26", "method": "ωB97M-V/def2-TZVPD", "gap_ha": 0.3997, "lumo_ev": 0.340, "e_tot_ev": -102456.35575, "symbols": ["O", "C", "O", "C", "C", "F", "O", "H", "H", "H", "O", "C", "O", "C", "C", "F", "O", "H", "H", "H", "O", "C", "O", "C", "C", "F", "O", "H", "H", "H", "O", "C", "O", "C", "C", "F", "O", "H", "H", "H", "O", "C", "O", "C", "C", "F", "O", "H", "H", "H", "O", "C", "O", "C", "C", "F", "O", "H", "H", "H", "O", "C", "O", "C", "C", "F", "O", "H", "H", "H", "O", "C", "O", "C", "C", "F", "O", "H", "H", "H", "C", "O", "H", "H", "H", "H", "C", "O", "H", "H", "H", "H"], "positions_angstrom": [[-1.881, -3.337, -0.252], [-1.709, -3.399, -1.415], [-0.509, -3.207, -2.011], [-0.588, -3.424, -3.437], [-2.024, -3.808, -3.635], [-2.137, -5.297, -3.813], [-2.648, -3.523, -2.387], [-0.312, -2.490, -4.005], [0.029, -4.309, -3.830], [-2.556, -3.434, -4.480], [-6.138, -1.622, 3.057], [-5.929, -1.461, 1.888], [-6.059, -2.370, 0.938], [-5.628, -1.906, -0.346], [-5.194, -0.459, -0.038], [-6.078, 0.371, -0.722], [-5.394, -0.307, 1.338], [-4.803, -2.588, -0.663], [-6.460, -1.896, -1.036], [-4.175, -0.167, -0.253], [-1.914, -0.867, -3.543], [-1.943, 0.230, -3.100], [-1.589, 1.354, -3.790], [-1.540, 2.413, -2.791], [-2.354, 1.824, -1.612], [-3.676, 2.014, -1.822], [-2.090, 0.443, -1.796], [-0.519, 2.586, -2.452], [-2.032, 3.284, -3.264], [-2.101, 2.243, -0.641], [-2.941, 1.584, 1.773], [-2.947, 0.902, 2.769], [-2.478, -0.368, 2.825], [-2.476, -0.847, 4.146], [-2.689, 0.442, 4.929], [-1.418, 0.947, 5.235], [-3.257, 1.302, 3.953], [-3.300, -1.510, 4.380], [-1.484, -1.342, 4.375], [-3.303, 0.468, 5.830], [5.122, 2.975, 4.328], [4.499, 2.024, 4.080], [4.984, 0.831, 3.621], [3.952, -0.139, 3.379], [2.751, 0.539, 4.067], [2.576, -0.001, 5.299], [3.124, 1.835, 4.327], [3.812, -0.269, 2.302], [4.231, -1.051, 3.875], [1.785, 0.543, 3.536], [1.344, 4.203, -1.645], [2.207, 3.929, -0.866], [3.019, 4.739, -0.225], [4.167, 4.025, 0.307], [3.747, 2.590, 0.006], [3.284, 2.164, 1.330], [2.635, 2.609, -0.799], [4.995, 4.571, -0.231], [4.291, 4.168, 1.403], [4.458, 1.889, -0.368], [4.958, 3.812, -2.568], [4.074, 3.644, -3.349], [3.346, 4.608, -3.961], [2.239, 3.930, -4.548], [2.672, 2.516, -4.627], [3.213, 2.200, -5.869], [3.619, 2.462, -3.664], [1.347, 3.966, -3.931], [2.072, 4.345, -5.533], [1.875, 1.786, -4.497], [2.166, -2.232, 2.058], [1.341, -3.097, 2.186], [1.622, -4.494, 2.123], [0.363, -5.246, 2.294], [-0.654, -4.151, 2.580], [-1.029, -4.222, 3.943], [0.039, -2.920, 2.435], [0.098, -5.779, 1.368], [0.602, -5.962, 3.175], [-1.540, -3.999, 1.981], [0.161, -0.092, 0.804], [0.347, 1.164, 0.130], [0.969, -0.241, 1.457], [-0.787, 0.105, 1.320], [0.003, -0.925, 0.093], [0.936, 1.743, 0.616], [2.099, -0.812, -2.481], [0.989, -0.006, -2.577], [2.092, -1.331, -1.507], [2.093, -1.608, -3.264], [3.057, -0.244, -2.484], [0.879, 0.436, -1.731]], "lowdin_charge": [0.1753, -0.5475, 0.0615, -0.0741, -0.1873, -0.0560, 0.1126, 0.1385, 0.1659, 0.1557, 0.1567, -0.5313, 0.0833, -0.0100, -0.2661, 0.0368, 0.1110, 0.1406, 0.1360, 0.1462, 0.1660, -0.5644, 0.0729, -0.0215, -0.2834, 0.0768, 0.1252, 0.1115, 0.1512, 0.1565, 0.1557, -0.5892, 0.0440, -0.0607, -0.2164, 0.0350, 0.1702, 0.1345, 0.1571, 0.1744, 0.2016, -0.5220, 0.0516, -0.0514, -0.3441, 0.0616, 0.1056, 0.1163, 0.1332, 0.1597, 0.1605, -0.5321, 0.1065, -0.0069, -0.2140, -0.0134, 0.0941, 0.1552, 0.1489, 0.1675, 0.1742, -0.5675, 0.1130, -0.0591, -0.3111, 0.0490, 0.1666, 0.1202, 0.1485, 0.1682, 0.1429, -0.4740, 0.0286, -0.0253, -0.2420, 0.0131, 0.1107, 0.1356, 0.1719, 0.1418, -0.0778, -0.1321, 0.0417, 0.0726, 0.0947, 0.0624, -0.1715, -0.1116, 0.0804, 0.0919, 0.0825, 0.0400]}


Record 5
{"formula": "C19H33CrN5OSSe", "method": "ωB97M-V/def2-TZVPD", "multiplicity": 4, "gap_ha": 0.3045, "e_above_lowest_kcal_mol": 0.0, "lumo_ev": -1.943, "e_tot_ev": -134337.66011, "charge": 1, "symbols": ["Cr", "C", "C", "C", "C", "C", "C", "C", "C", "C", "C", "H", "H", "H", "H", "H", "H", "H", "H", "H", "H", "H", "H", "H", "H", "H", "N", "C", "O", "C", "C", "H", "H", "H", "H", "H", "H", "C", "N", "C", "C", "N", "C", "C", "Se", "H", "H", "H", "H", "H", "H", "H", "H", "N", "C", "N", "S", "H", "H", "H", "H"], "positions_angstrom": [[0.922, -1.238, 1.576], [-0.066, -2.067, 3.376], [-0.457, -2.836, 2.243], [-1.147, -1.974, 1.349], [-1.228, -0.679, 1.947], [-0.577, -0.745, 3.202], [-0.468, 0.361, 4.202], [-1.905, 0.519, 1.356], [-1.718, -2.366, 0.022], [-0.233, -4.302, 2.046], [0.668, -2.576, 4.578], [0.513, 0.390, 4.672], [-1.213, 0.226, 4.990], [-0.644, 1.333, 3.743], [-1.887, 0.493, 0.265], [-1.423, 1.445, 1.669], [-2.950, 0.568, 1.671], [-1.720, -1.532, -0.680], [-2.749, -2.710, 0.133], [-1.152, -3.184, -0.427], [0.115, -4.534, 1.039], [-1.164, -4.851, 2.204], [0.502, -4.688, 2.750], [-0.009, -3.114, 5.246], [1.110, -1.760, 5.147], [1.470, -3.261, 4.301], [1.994, -1.236, -2.347], [1.793, -1.509, -1.069], [1.093, -0.730, -0.368], [2.348, -2.752, -0.440], [2.426, -2.585, 1.080], [1.491, -0.462, -2.772], [2.523, -1.868, -2.922], [3.291, -3.022, -0.926], [1.636, -3.544, -0.708], [3.389, -2.149, 1.356], [2.353, -3.556, 1.569], [-0.130, 1.580, -5.759], [-0.920, 2.523, -4.987], [-1.570, 3.617, -5.525], [-2.201, 4.239, -4.512], [-1.931, 3.520, -3.364], [-2.439, 3.859, -2.046], [-1.136, 2.467, -3.655], [-0.503, 1.196, -2.455], [-0.689, 1.282, -6.643], [0.061, 0.711, -5.138], [0.814, 2.035, -6.057], [-1.526, 3.844, -6.575], [-2.820, 5.118, -4.501], [-3.498, 4.096, -2.120], [-1.899, 4.715, -1.642], [-2.300, 3.000, -1.395], [2.488, 3.099, 2.126], [2.031, 1.956, 1.602], [1.284, 2.019, 0.507], [2.445, 0.495, 2.378], [2.360, 3.987, 1.671], [3.031, 3.064, 2.971], [1.082, 2.893, 0.048], [1.040, 1.179, -0.003]], "lowdin_spin": [3.0258, -0.0035, -0.0209, -0.0248, 0.0040, -0.0228, -0.0031, 0.0067, -0.0015, -0.0001, 0.0073, -0.0007, -0.0020, -0.0001, 0.0004, 0.0004, 0.0014, -0.0002, -0.0015, -0.0003, -0.0005, -0.0009, 0.0002, 0.0010, 0.0001, 0.0008, 0.0070, 0.0086, 0.0258, -0.0017, -0.0422, 0.0002, 0.0003, -0.0021, -0.0001, 0.0066, 0.0009, 0.0000, 0.0000, 0.0000, 0.0000, 0.0000, 0.0000, 0.0000, 0.0000, 0.0000, 0.0000, 0.0000, 0.0000, 0.0000, 0.0000, 0.0000, 0.0000, 0.0035, 0.0101, 0.0057, 0.0107, 0.0000, -0.0001, 0.0001, 0.0013]}


Record 6
{"formula": "C35H22ClIMnN2O4PS2", "method": "ωB97M-V/def2-TZVPD", "multiplicity": 2, "gap_ha": [0.2533, 0.2475], "e_above_lowest_kcal_mol": 1.7, "lumo_ev": [2.333, 2.333], "e_tot_ev": -130727.93551, "charge": -1, "symbols": ["Mn", "O", "C", "C", "C", "C", "C", "C", "C", "P", "C", "C", "C", "C", "C", "C", "C", "C", "C", "C", "C", "C", "H", "H", "H", "H", "H", "H", "H", "H", "H", "H", "H", "H", "H", "H", "Cl", "C", "C", "C", "I", "C", "O", "C", "N", "C", "C", "C", "C", "H", "H", "H", "H", "O", "S", "O", "N", "C", "S", "C", "C", "C", "C", "C", "C", "H", "H", "H", "H"], "positions_angstrom": [[0.412, 0.246, -0.438], [-0.879, 1.848, -2.516], [-1.041, 1.015, -1.631], [-2.529, 0.627, -1.396], [-3.546, 1.041, -2.250], [-4.862, 0.722, -1.968], [-5.183, 0.001, -0.818], [-4.179, -0.410, 0.041], [-2.852, -0.108, -0.261], [-1.396, -0.550, 0.724], [-1.786, -0.026, 2.433], [-2.432, -0.839, 3.361], [-2.688, -0.373, 4.642], [-2.299, 0.908, 5.009], [-1.651, 1.723, 4.091], [-1.395, 1.257, 2.811], [-1.377, -2.368, 0.867], [-2.316, -3.207, 0.275], [-2.194, -4.586, 0.390], [-1.133, -5.134, 1.095], [-0.185, -4.302, 1.676], [-0.300, -2.926, 1.560], [-3.271, 1.620, -3.123], [-5.653, 1.040, -2.638], [-6.217, -0.232, -0.594], [-4.422, -0.957, 0.946], [-2.716, -1.848, 3.088], [-3.185, -1.015, 5.360], [-2.490, 1.267, 6.012], [-1.330, 2.717, 4.375], [-0.878, 1.885, 2.093], [-3.130, -2.785, -0.298], [-2.923, -5.231, -0.083], [-1.035, -6.210, 1.178], [0.660, -4.723, 2.207], [0.463, -2.279, 1.978], [3.633, 4.309, 4.082], [3.017, 2.936, 3.190], [3.261, 1.673, 3.647], [2.792, 0.553, 2.946], [3.176, -1.360, 3.672], [2.065, 0.665, 1.764], [1.641, -0.320, 1.062], [1.778, 2.012, 1.335], [0.996, 2.106, 0.222], [0.755, 3.286, -0.297], [1.236, 4.470, 0.292], [1.967, 4.408, 1.444], [2.265, 3.145, 2.009], [3.829, 1.536, 4.557], [0.173, 3.292, -1.210], [1.012, 5.418, -0.178], [2.333, 5.305, 1.923], [4.157, 0.510, -1.634], [3.084, 0.801, -2.544], [2.839, 2.176, -2.874], [1.702, 0.052, -2.064], [1.301, -0.906, -2.867], [-0.030, -1.845, -2.520], [2.187, -1.063, -4.060], [2.072, -1.960, -5.107], [3.039, -1.931, -6.104], [4.100, -1.030, -6.047], [4.218, -0.134, -4.991], [3.243, -0.173, -4.017], [1.243, -2.655, -5.125], [2.970, -2.621, -6.935], [4.843, -1.030, -6.835], [5.039, 0.568, -4.935]], "lowdin_spin": [0.9918, 0.0128, -0.0111, -0.0062, -0.0014, -0.0003, -0.0008, -0.0009, -0.0048, -0.0072, 0.0005, 0.0001, 0.0001, -0.0001, 0.0000, -0.0004, 0.0017, 0.0000, 0.0001, 0.0000, 0.0001, 0.0004, -0.0001, -0.0001, -0.0001, 0.0000, 0.0000, 0.0000, 0.0000, 0.0000, -0.0003, 0.0000, 0.0000, 0.0000, 0.0000, -0.0001, 0.0009, 0.0043, -0.0001, 0.0037, 0.0006, 0.0014, 0.0225, 0.0001, -0.0075, -0.0032, -0.0013, -0.0010, 0.0000, -0.0001, -0.0005, -0.0001, -0.0001, 0.0002, 0.0004, -0.0003, 0.0009, 0.0088, -0.0069, -0.0002, 0.0012, -0.0002, 0.0018, -0.0003, 0.0015, -0.0002, -0.0001, 0.0001, -0.0001]}